The following is a quantum chemistry calculation of a structure of composition C28H48AlB2BrClF7LiN4O16S3 in a non-equilibrium geometry, from the Open Molecules 2025 dataset.

Geometry as XYZ:
```
112
C28H48AlB2BrClF7LiN4O16S3, DFT ωB97M-V/def2-TZVPD
Br 6.691 4.660 -3.559
Cl -5.760 -2.676 1.676
S -4.049 0.198 0.816
S 3.925 3.124 -3.688
S 3.105 7.747 -6.165
Al 13.850 -0.604 -5.398
F 5.115 9.359 -5.466
F 4.432 9.636 -7.495
F 2.229 -0.199 -2.438
F 0.075 -0.725 -3.128
F 3.258 10.388 -5.854
F 1.437 0.589 -4.475
F 1.897 -1.663 -4.202
O 1.977 7.910 -7.048
O -5.609 -6.693 1.815
O -7.853 -6.880 1.860
O -9.578 0.592 -1.558
O -8.427 1.402 1.653
O 5.385 2.783 -3.298
O -1.729 1.332 1.356
O 2.734 7.597 -4.764
O 4.114 -4.200 3.975
O 0.593 1.099 1.385
O 10.715 -0.500 -5.378
O 1.504 -3.273 4.379
O 4.064 6.739 -6.617
O 11.095 4.778 -5.466
O 1.079 2.516 -1.454
O -6.765 -6.136 3.673
N -4.702 0.566 3.303
N -7.422 2.062 3.867
N -6.966 -0.279 2.764
N -5.021 -1.732 2.938
C 1.849 2.402 -0.258
C 3.750 2.837 -5.445
C -1.355 -4.606 2.720
C -3.288 -4.799 1.069
C 1.656 0.988 0.402
C -8.155 -5.928 3.921
C -6.643 -6.581 2.392
C 4.015 9.353 -6.250
C 3.016 -5.114 4.022
C -2.369 0.384 6.060
C -8.811 -6.837 2.916
C 1.917 -4.537 4.892
C 10.777 0.718 -5.392
C -0.618 0.614 0.829
C -5.687 -0.477 2.971
C -3.443 0.342 5.515
C -3.504 0.028 2.625
C -3.539 -1.513 2.834
C 12.011 1.385 -5.831
C 12.131 2.707 -5.861
C 10.995 3.577 -5.443
C 9.749 2.903 -5.002
C 3.852 4.855 -3.756
C 9.649 1.573 -4.977
C -2.663 -2.442 1.951
C -4.765 0.528 4.816
C -2.126 0.826 2.617
C -2.741 -3.975 2.316
B -7.622 1.108 2.792
B 1.407 -0.506 -3.565
Li -6.219 1.529 0.404
H -4.388 -4.998 1.228
H 4.526 -4.194 4.847
H -8.139 2.788 3.753
H -9.336 0.889 -0.682
H -1.431 0.580 6.589
H 2.666 -5.242 2.998
H -1.327 0.160 3.004
H 2.935 2.580 -0.435
H -5.212 1.490 5.157
H -9.765 -6.450 2.560
H -2.824 -2.309 0.857
H 8.749 1.064 -4.656
H -1.603 -2.127 2.131
H -6.514 2.509 3.679
H -3.160 -1.742 3.862
H -2.811 -5.793 0.974
H 2.312 -2.836 4.074
H -3.461 -4.087 3.159
H 13.037 3.207 -6.184
H -7.608 -1.053 2.577
H 3.364 -6.077 4.405
H -5.465 -0.270 5.152
H -1.488 -5.194 3.659
H -0.979 -5.257 1.907
H 4.544 3.360 -5.982
H 1.412 0.224 -0.375
H -8.410 -6.184 4.948
H -0.646 0.711 -0.286
H -0.604 -3.812 2.935
H 12.815 0.705 -6.129
H 3.824 1.765 -5.627
H -3.131 -0.390 0.003
H 0.150 2.657 -1.231
H 2.577 0.651 0.930
H -0.662 -0.482 1.047
H -2.260 1.713 3.282
H 8.932 3.549 -4.703
H -7.795 1.520 0.915
H 1.050 -5.199 4.922
H 2.772 3.194 -5.769
H -8.960 -7.848 3.299
H -8.391 -4.874 3.749
H 2.879 5.180 -4.142
H 2.279 -4.375 5.914
H -3.215 -4.234 0.116
H 3.984 5.247 -2.749
H 1.491 3.204 0.436
H 4.665 5.223 -4.409
```

As for the charge: +1. Its total energy is -210764.70749 eV. The value obtained for the LUMO energy is -6.20 eV. The HOMO energy is -7.7 eV.

Löwdin population analysis, charges in e, atoms 1 to 6: atom 1 (Br): 0.726, atom 2 (Cl): 0.857, atom 3 (S): 0.870, atom 4 (S): 1.005, atom 5 (S): 0.447, atom 6 (Al): 1.159

=====

The following is a quantum chemistry calculation of a cluster of 4 separate species, C28H48N2O in total in a non-equilibrium geometry, from the Open Molecules 2025 dataset.

Geometry as XYZ:
```
79
C28H48N2O, DFT ωB97M-V/def2-TZVPD
O -1.940 0.267 -2.185
N 3.675 0.305 0.277
N 3.242 -0.204 -2.878
C -6.818 -0.538 2.123
C 5.424 -3.260 -0.936
C 7.364 -0.487 0.401
C -0.608 0.268 -1.621
C 6.224 -0.048 -0.119
C -3.800 5.850 -0.686
C -0.376 0.581 -0.060
C -5.878 0.665 2.018
C 4.536 -0.205 -2.241
C -7.520 -0.868 0.815
C 6.766 -3.966 -0.812
C 2.149 0.024 -1.946
C 6.058 -6.120 -2.057
C -3.039 4.586 1.440
C 7.246 -7.685 -0.433
C 4.708 0.028 -0.694
C -3.790 -0.698 1.328
C -3.090 -0.614 2.677
C -4.705 0.496 1.046
C 7.040 -4.949 -1.953
C -1.904 3.823 0.775
C 1.093 0.565 0.485
C 0.667 0.002 -2.539
C -3.202 7.199 -0.283
C -4.181 4.930 0.479
C 5.944 -6.990 -0.803
C 2.398 0.288 -0.419
C -4.160 8.066 0.522
H 5.063 -5.740 -2.312
H -8.205 -1.709 0.957
H 7.558 -3.209 -0.809
H 5.361 -2.706 -1.877
H 0.436 -0.208 -3.656
H -4.997 5.384 1.051
H 8.059 -5.336 -1.845
H -6.458 1.543 1.708
H -7.578 -0.317 2.881
H 8.244 -0.987 0.969
H 6.826 -4.475 0.155
H -2.925 7.741 -1.194
H -6.274 -1.418 2.482
H -6.810 -1.149 0.033
H -4.106 1.414 1.065
H -3.091 5.334 -1.342
H 4.590 -3.966 -0.893
H -2.267 2.889 0.336
H -1.309 0.799 0.590
H 5.462 -0.413 -2.903
H -4.587 3.999 0.064
H -3.445 3.971 2.252
H 1.249 0.781 1.606
H -3.805 -0.617 3.504
H 8.034 -6.967 -0.192
H -4.432 7.595 1.470
H 5.180 -7.755 -0.981
H -1.426 4.412 -0.012
H 7.027 -4.402 -2.903
H -1.137 3.572 1.513
H 7.595 -8.320 -1.253
H -2.485 0.295 2.746
H -2.341 -0.643 -2.137
H -2.275 7.055 0.281
H 7.098 -8.321 0.445
H -4.352 -1.635 1.264
H -2.426 -1.472 2.811
H -5.076 8.262 -0.042
H -8.105 -0.014 0.460
H -3.693 9.028 0.753
H -5.088 0.410 0.024
H -2.648 5.495 1.910
H 5.297 -2.548 -0.116
H -4.696 6.026 -1.293
H 6.363 -6.752 -2.900
H -5.492 0.899 3.016
H 5.590 -6.395 0.046
H -3.027 -0.743 0.543
```

As for the charge: 0. Its total energy is -34833.12025 eV. The value obtained for the LUMO energy is -1.23 eV. The HOMO energy is -8.6 eV. The SMILES is C#Cc1cnc2cc(O)ccc2n1.CCCCCC.CCCCCC.CCCCCC.

Löwdin population analysis, charges in e, atoms 1 to 6: atom 1 (O): -0.065, atom 2 (N): 0.113, atom 3 (N): 0.062, atom 4 (C): -0.272, atom 5 (C): -0.115, atom 6 (C): 0.070

=====

The following is a quantum chemistry calculation of a structure of composition C28H48O14S3 in a non-equilibrium geometry, from the Open Molecules 2025 dataset.

Geometry as XYZ:
```
93
C28H48O14S3, DFT ωB97M-V/def2-TZVPD
S 0.860 3.681 2.622
S -2.706 -2.345 1.746
S -0.771 -1.766 -2.061
O 1.174 -0.211 0.754
O -5.514 3.597 0.006
O -3.283 3.480 -0.244
O -0.236 -4.135 1.497
O 3.233 0.508 -4.700
O -0.296 3.717 1.751
O -1.729 -0.764 -1.635
O 2.960 1.372 -2.625
O -3.078 -3.263 2.830
O -0.836 -3.108 -1.471
O 0.411 -5.863 0.206
O 1.206 4.840 3.460
O -1.480 -1.522 1.905
O 2.497 0.490 -0.903
C 5.198 1.402 -1.993
C 3.787 1.749 -1.526
C 0.556 -0.959 -4.312
C 0.202 1.405 -0.531
C -4.395 3.455 0.512
C -0.930 0.616 0.223
C -4.964 -1.868 0.435
C -2.869 -3.118 0.057
C 2.022 1.571 3.647
C 1.375 0.508 -0.342
C 3.723 0.986 -3.714
C 0.482 -4.704 0.508
C -3.966 -2.450 -0.710
C -4.073 3.157 1.954
C 1.566 -2.680 0.985
C 1.596 -1.072 -3.213
C 0.860 -1.151 -1.780
C 2.278 3.014 1.730
C -0.130 -0.047 1.263
C -0.586 -1.896 -3.961
C 5.234 1.057 -3.474
C 2.534 1.605 2.208
C 0.653 2.225 3.724
C 0.203 -2.820 1.692
C 1.473 -3.692 -0.099
C -2.211 2.866 0.523
C -2.986 2.131 1.641
C -4.112 -1.158 1.480
H -0.563 -2.182 1.250
H 1.940 0.950 1.570
H 3.064 3.723 1.992
H -5.579 -1.163 -0.125
H 0.623 -0.285 -1.162
H 1.542 -1.661 0.600
H -1.388 -0.078 -0.481
H -2.246 1.852 2.392
H -1.738 1.216 0.641
H 0.353 -2.579 2.744
H -3.358 1.183 1.252
H -0.063 0.670 2.081
H -3.094 -4.169 0.237
H 2.208 3.135 0.649
H 2.547 2.271 4.298
H 1.462 -1.901 -1.266
H -3.646 -0.290 1.013
H 0.116 0.035 -4.230
H -3.505 4.004 2.340
H 0.969 -1.191 -5.294
H 5.671 0.063 -3.569
H 5.650 1.854 -4.090
H 5.873 2.251 -1.886
H 0.048 1.565 3.103
H -0.532 -2.916 -4.343
H -0.181 1.498 -1.547
H -1.413 -1.613 -4.611
H 5.604 0.674 -1.292
H 3.718 2.836 -1.517
H 2.333 -2.948 1.712
H -4.630 -3.067 -1.316
H -1.720 2.185 -0.171
H -0.734 -0.850 1.685
H -1.899 -3.167 -0.437
H 2.228 -1.916 -3.490
H -1.365 3.466 0.857
H 2.314 -0.253 -3.178
H -4.552 -0.973 2.460
H 0.994 -3.181 -0.934
H 0.358 2.284 0.094
H 2.449 -4.129 -0.312
H 2.154 0.548 3.998
H 3.607 1.420 2.260
H 3.510 1.164 -0.648
H -4.903 2.753 2.534
H -3.730 -1.678 -1.443
H -5.484 -2.702 0.906
H 0.055 2.455 4.606
```

As for the charge: 0. Its total energy is -90962.28950 eV. The value obtained for the LUMO energy is 0.23 eV. The HOMO energy is -8.8 eV.

Löwdin population analysis, charges in e, atoms 1 to 6: atom 1 (S): 0.785, atom 2 (S): 0.908, atom 3 (S): 0.868, atom 4 (O): -0.067, atom 5 (O): 0.077, atom 6 (O): 0.056